Version P
# C3H5N3O

One molecule with the formula C3H5N3O (ωB97M-V with the def2-TZVPD basis set, the OMol25 dataset).

XYZ file:
```
12
C3H5N3O ωB97M-V with the def2-TZVPD basis set
C -0.48 -0.35 -0.43
C 0.39 0.52 0.43
C 0.06 -1.62 -0.31
H -2.18 2.05 -1.34
H -0.21 0.69 1.53
H 0.59 1.60 0.17
H 2.50 -0.07 0.89
H -0.49 -2.75 -0.56
N -1.53 0.37 -0.80
N 1.52 -0.46 0.78
N 1.25 -1.66 0.30
O -1.40 1.68 -0.67
```

- Structure (SMILES): O/N=C1/C=NNC1
- Lowest unoccupied orbital energy: 0.385 eV
- Multiplicity: 1

These are the Mulliken partial charges, in e, on atoms 1 to 2: 0.6287, -0.2841


Version Q
# C3H5N3O

One molecule with the formula C3H5N3O (ωB97M-V with the def2-TZVPD basis set, the OMol25 dataset).

XYZ file:
```
12
C3H5N3O ωB97M-V with the def2-TZVPD basis set
O -2.31 0.93 -0.28
C -1.65 -0.23 0.13
C -0.16 -0.06 0.13
N 0.42 0.82 -0.63
N 1.78 0.65 -0.36
C 1.84 -0.37 0.57
N 0.68 -0.88 0.86
H -1.74 1.37 -0.93
H -1.89 -1.09 -0.52
H -1.99 -0.49 1.14
H 2.22 0.01 -1.06
H 2.82 -0.66 0.93
```

- Structure (SMILES): OCc1nc[nH]n1
- Lowest unoccupied orbital energy: 0.780 eV
- Multiplicity: 1

These are the Mulliken partial charges, in e, on atoms 1 to 2: -0.5204, -0.2850


Most stable structure - version Q; separation to the second - 377.3 kJ/mol.